Molecular formula: C47H66P2PdSSiTe
Method: DFT, the ωB97M-V functional and the def2-TZVPD basis

The HOMO-LUMO gap (alpha / beta) comes out at 5.96 / 5.50 eV. As for the HOMO energy (alpha / beta): -0.356 / -0.357 hartree. Its charge is +1. The calculation puts the LUMO energy (alpha / beta) at -3.730 / -4.202 eV. For the energy, the calculation gives -97869.2256 eV. The spin multiplicity is 2.

Each line ends with the Mulliken spin population.
Element x y z (Å)
C: -3.90955 -3.56749 -2.05632  0.0017
C: -4.18475 1.04361 0.60218  0.0024
H: 0.38115 2.31311 2.49008  0.0004
H: -0.21635 3.68141 -3.28722  0.0001
H: 3.88875 2.20491 1.16958  0.0009
H: -3.62195 -2.52659 -2.24452  -0.0017
H: 2.83085 1.88111 -0.84992  0.0072
C: 2.75335 3.75511 3.45618  0.0003
H: 4.15475 -1.51289 2.44208  0.0005
P: -2.40785 -2.57649 0.01098  0.0154
C: 2.28915 1.32081 2.30578  0.0027
H: 4.42815 0.98261 2.30518  -0.0010
H: 3.33335 3.83071 -1.89892  0.0000
C: 6.88235 -0.67039 -0.38292  0.0310
H: 2.04125 5.53351 -2.72752  -0.0001
H: -4.00535 0.45171 -2.77422  0.0001
H: 3.85455 -1.10639 -3.62232  -0.0065
C: -4.11755 -4.98119 0.04628  -0.0002
C: -0.73925 3.07041 -0.24782  0.0192
C: 4.67415 -1.30689 0.38158  -0.0679
H: 0.16335 -1.69159 1.04688  0.0120
H: -4.84195 -4.40989 0.62448  0.0001
H: 8.69245 0.43721 -0.57622  0.0016
C: -5.56605 -0.63919 1.60708  -0.0001
H: -5.88045 -3.23059 -2.83682  0.0000
C: -5.87895 -5.10369 -1.76112  0.0001
C: -1.76525 5.24951 -0.34522  0.0002
C: -1.82665 2.52461 -0.93452  -0.0007
H: 3.04725 4.76981 3.72958  0.0000
H: 5.32225 -0.17339 -3.97302  0.0010
H: -4.20295 -6.46069 -1.51462  0.0000
C: -0.71895 4.43151 0.04248  -0.0009
H: -6.44825 -0.92039 2.16038  0.0000
H: -1.74225 6.29951 -0.09542  -0.0001
C: -4.90115 -5.90359 -0.88802  -0.0001
H: 0.38975 -2.65079 2.55458  -0.0054
H: -0.77945 -4.01659 0.96638  -0.0004
H: -5.97835 1.46691 1.68568  0.0000
C: 3.99845 2.88591 3.22818  0.0001
H: 8.62615 -0.57219 0.87578  -0.0001
H: -6.87515 -5.11249 -1.31752  0.0001
H: -3.57585 -4.15579 -2.91362  0.0002
C: -3.20715 -4.06899 -0.77802  0.0026
C: 1.59365 2.62141 -3.71422  0.0176
H: -5.75355 -3.03989 -1.09442  0.0000
H: -3.99835 2.08691 0.39998  0.0001
H: 7.00045 -0.09169 -2.42842  0.0000
H: -5.44955 -6.62869 -0.28452  0.0000
H: -3.66785 2.95771 -1.91562  -0.0002
H: -5.95695 -5.57619 -2.74002  0.0000
C: -4.67155 -1.59819 1.19268  0.0000
C: 1.40695 1.75141 -2.48052  0.0783
S: -0.52035 -2.79339 -2.34972  0.0027
C: -5.30465 0.70111 1.33088  -0.0004
C: 4.14125 -1.01959 -0.87942  0.0339
H: 1.09945 4.54141 2.33678  0.0004
C: 2.34295 3.87721 -1.43772  -0.0016
C: 1.89615 3.81331 2.19268  0.0026
C: -2.82485 4.72171 -1.06332  0.0004
H: 8.88185 -1.30469 -0.70762  0.0026
C: -1.01285 -1.00899 2.72698  0.0110
Te: 2.12205 -1.48939 -1.41032  0.8189
H: -3.63115 5.36051 -1.39072  0.0000
C: -3.55385 -1.26379 0.42048  0.0101
H: 3.91385 0.62951 -3.29112  -0.0172
H: -4.83415 -2.62559 1.47588  0.0000
C: -2.92965 0.40381 -2.92632  -0.0027
H: 2.12125 0.42831 1.68048  0.0025
C: 4.99855 -0.58039 -1.90552  -0.0401
H: 2.15525 3.35631 4.27918  0.0000
C: 1.30135 2.43161 1.89668  0.0086
C: -2.17885 -1.50189 3.59228  0.0006
Pd: 0.04215 -0.28339 -0.23862  0.0808
C: 8.35205 -0.51529 -0.17362  -0.0020
H: 0.12565 4.85371 0.56288  0.0005
H: 4.83715 3.50451 2.90778  0.0000
H: -2.31915 -4.65369 -1.06912  -0.0023
H: -1.37485 -0.23449 2.02958  -0.0018
C: 1.43165 4.71391 -2.34402  0.0004
H: 1.92505 0.79401 -2.63662  0.0287
H: 1.22015 2.09181 -4.59132  0.0004
H: 2.47225 4.41221 -0.49812  0.0003
H: 2.78395 -1.72349 1.34138  -0.0259
H: -3.11995 -1.35629 3.05988  0.0002
H: 6.42535 -1.33769 1.59368  0.0000
C: 6.02725 -1.10719 0.61688  -0.0125
H: -2.81875 -3.29509 4.59938  0.0001
H: 0.33285 1.51331 -2.39542  -0.0496
H: -3.21135 -3.87759 2.35978  0.0004
H: -2.65725 1.18881 -3.62232  -0.0005
H: 2.11495 1.02771 3.34348  0.0003
H: -1.81485 -4.83279 2.81818  -0.0001
H: 2.65045 2.83501 -3.88272  -0.0016
H: -0.24415 -0.55019 3.35668  0.0000
C: 1.92575 2.41631 -1.18562  -0.0557
H: 2.53255 4.14851 1.37718  0.0000
Si: -2.03975 0.63521 -1.22632  0.0057
C: 4.49405 -0.29059 -3.28102  0.0445
C: 0.82735 3.92091 -3.50872  0.0025
C: 3.85145 -1.91019 1.47658  0.0713
H: -3.51965 -5.58019 0.73528  0.0000
C: 6.34105 -0.41349 -1.63752  -0.0140
H: 0.83885 4.51991 -4.42012  -0.0002
C: -3.30765 0.08621 0.08838  -0.0323
C: -2.03275 -2.98799 3.90708  -0.0003
H: 4.28475 2.41821 4.17238  0.0000
H: 4.00425 -2.98849 1.49278  -0.0079
C: -5.42585 -3.65169 -1.93812  0.0001
H: -2.24095 -0.92039 4.51428  -0.0002
C: 3.72805 1.80721 2.17388  0.0019
P: 0.68625 2.00961 0.16498  0.0109
H: -1.07475 -3.17619 4.39668  0.0000
H: -2.70225 -0.54859 -3.39152  0.0007
C: -1.35615 -3.21469 1.45728  0.0025
C: -1.30575 -1.94619 -1.15722  0.0054
C: -2.84415 3.37021 -1.35512  -0.0016
C: -0.36205 -2.15349 1.93538  0.0087
H: 0.62685 5.16121 -1.76512  -0.0001
C: -2.15665 -3.81439 2.62568  -0.0007

Cartesian forces (eV/Å) of the 6 atoms listed first:
C -0.151 0.322 -0.082
C 0.071 -0.021 -0.106
H 0.096 0.011 -0.133
H -0.040 -0.032 -0.054
H 0.060 -0.024 -0.065
H -0.064 -0.145 -0.253



Molecular formula: C47H67HfN3O2
Method: DFT, the ωB97M-V functional and the def2-TZVPD basis

The HOMO-LUMO gap comes out at 8.59 eV. As for the HOMO energy: -0.303 hartree. Its charge is 0. The calculation puts the LUMO energy at 0.338 eV. For the energy, the calculation gives -59701.6697 eV.

Each line ends with the Mulliken charge.
Element x y z (Å)
H: -2.48733 -4.05002 1.60253  0.2927
C: 1.62140 -1.51196 4.58798  -0.2212
C: -0.01570 -1.20186 6.49579  1.8404
C: -0.59287 -6.08122 -0.48120  -1.6947
H: 1.03110 2.43242 -6.12446  0.4708
H: -2.83602 5.38493 -3.93804  0.3013
H: -5.89640 5.02453 -1.87242  0.4385
C: -1.33168 -0.76689 1.61860  -1.3054
H: 2.72392 2.77335 -1.11204  0.3082
H: -0.37292 -0.75329 -4.74456  0.3710
H: -2.26228 -0.86146 -0.77583  0.2379
C: -1.45237 1.29422 -6.27307  -1.9354
H: 2.83149 -2.93226 1.00597  0.0652
H: 1.12618 3.21774 -1.74408  0.2256
C: 1.91117 2.00840 1.26585  -1.2031
N: 1.09462 2.09347 0.04319  0.9989
C: -3.51146 5.40194 -3.07812  -1.5808
O: 1.40891 -1.01614 0.99499  0.5630
C: 0.23182 -2.60125 7.07942  -1.5972
C: 3.85135 1.18970 -3.36997  -0.7561
N: -1.11666 0.27038 0.55378  0.8613
O: -0.32161 0.03467 -2.31651  -1.1945
H: -0.84425 1.02347 -7.14129  0.5031
H: 1.93804 -0.43293 7.11234  0.3080
C: 1.07828 -1.15184 2.29537  0.1284
H: 5.29494 -2.62633 3.71720  0.4609
H: -2.62493 -5.06744 -1.98818  0.3574
H: -4.53879 3.87027 -5.10570  0.3035
H: -0.38624 -6.13426 -1.55226  0.3837
C: 5.00727 0.42459 -3.21479  0.2762
H: -1.63576 -0.69974 4.26322  0.5347
H: -0.13335 3.52830 -5.35836  0.3081
C: -0.54208 1.40721 -5.03110  2.3575
H: 4.27528 0.10147 2.84830  0.3307
C: -2.79985 -4.96040 -0.91606  -1.6242
H: -3.94641 2.20448 -0.87056  0.5783
H: -1.10787 -6.99687 -0.17775  0.4120
H: -2.20951 0.51669 -6.13082  0.3827
C: 0.87817 -0.18657 7.22192  -1.5753
H: -4.64960 4.36939 -0.80499  0.3829
H: 3.66136 -0.41286 1.26587  -0.2541
H: 3.86200 2.05006 -4.02911  0.5361
H: -4.20785 6.23670 -3.21234  0.4516
H: 4.41922 -3.42465 1.61656  0.4132
H: 2.94156 -3.98753 2.41672  0.3534
C: 6.22052 0.78978 -3.92798  -0.2216
C: 4.18236 -0.74671 2.16124  -1.0322
H: -3.20005 0.30029 0.15321  0.6893
H: 1.92251 2.98062 1.77678  0.3174
H: 1.78595 4.05878 -0.32395  0.4952
C: 3.46032 -1.91842 2.85170  2.3458
N: 7.18054 1.07945 -4.49313  -0.5556
C: 2.03175 -1.51710 3.25850  -0.2061
H: 0.72380 -0.05954 -5.95041  0.5615
H: -5.88951 4.66038 -4.28171  0.4652
C: -3.27964 2.93071 -2.79027  -0.1730
H: 1.27578 -2.90667 6.96723  0.3024
C: 2.70338 0.82347 -2.68516  -0.1639
C: 3.83462 -1.01500 -1.69225  -0.6548
H: -0.74696 2.81785 -0.58118  0.2036
H: -3.37066 -5.82663 -0.56696  0.4151
H: 3.86325 -1.87979 -1.03452  0.4095
H: 5.19235 -1.05509 1.86952  0.5276
H: 1.09007 2.70714 -4.37704  0.0956
H: 4.44079 -1.49025 4.76383  0.4104
Hf: 0.68431 -0.61055 -0.77005  0.7713
C: -2.37006 2.66097 -3.80998  -0.4838
H: -2.12794 -5.78065 1.70043  0.4995
H: -0.59835 1.50148 2.15654  0.6863
H: -2.05757 2.00301 1.32004  0.3778
C: -0.60006 -0.90834 4.01145  -0.1122
C: -0.74633 -3.64979 -0.56354  0.1938
H: -3.40203 -4.06313 -0.75703  0.2987
C: -0.24556 2.60050 0.35764  -1.4501
H: 2.93079 1.74065 0.99520  0.4254
C: -4.27985 4.08061 -2.93970  2.0287
C: 0.26686 0.10508 -4.97079  -1.8903
H: -2.91184 5.59566 -2.18319  0.3286
H: -0.82753 -4.58951 1.91697  0.2530
C: 2.65207 -0.27575 -1.81729  0.2778
C: 1.72277 3.09074 -0.83752  -1.3702
H: 5.89486 -1.28083 -2.26278  0.4825
C: 0.41681 2.59030 -5.23164  -1.4699
H: 1.53907 1.25535 1.95305  0.2217
C: -5.20838 4.18758 -1.72916  -2.1018
H: -1.96489 2.22759 -6.51580  0.3308
C: -2.27161 0.16063 -0.40239  -1.5502
H: -5.66556 2.90501 -4.14276  0.3510
H: -0.00916 -2.61521 8.14766  0.4620
C: 4.30383 -2.32070 4.06425  -2.5144
H: 1.80985 1.41357 -2.83603  0.4066
H: -2.28229 -0.56606 2.11796  0.5454
H: -5.80920 3.28167 -1.59724  0.3744
H: 3.86623 -3.16571 4.60646  0.4269
H: 0.36207 -6.02520 0.04822  0.3283
C: 0.32419 -1.19620 5.00329  -0.5187
H: 1.06323 0.13067 -4.22868  0.2108
C: -1.46944 -4.86537 -0.15425  2.0486
C: -1.74135 -4.81466 1.36121  -1.5990
C: -1.04621 1.61620 1.17313  -1.0456
H: -1.71258 0.16653 6.36346  0.3780
C: 3.40351 -3.13494 1.90824  -1.5080
H: -2.41074 3.28237 -4.69804  0.3688
H: 0.64449 -0.17150 8.29178  0.4442
C: -1.30927 0.92393 -2.58410  0.8575
C: -0.08816 -2.68324 -0.91267  -1.2363
C: -5.14246 3.86469 -4.19334  -1.6241
C: 4.99517 -0.68611 -2.37615  -0.8179
C: -1.40840 1.64689 -3.77643  0.4206
H: -1.42540 -1.71605 1.10268  -0.3304
C: -2.26280 1.10872 -1.57630  -0.5752
C: -3.23143 2.09667 -1.68089  -0.1161
H: 2.34957 -1.76817 5.34822  0.5327
H: -0.17268 3.54445 0.91861  0.7070
H: -1.66467 -0.82154 7.82892  0.4308
H: -2.16403 -1.55066 6.29877  0.3787
H: 0.72376 0.81989 6.82186  0.3431
C: -0.24329 -0.90024 2.66421  0.8400
C: -1.47558 -0.82946 6.75182  -2.0945
H: -0.39221 -3.34577 6.57623  0.3507

Cartesian forces (eV/Å) of the 6 atoms listed first:
H 0.095 -0.039 -0.042
C 0.027 -0.047 0.015
C 0.033 -0.023 -0.057
C 0.067 -0.074 0.028
H -0.055 0.007 0.070
H -0.061 0.004 0.070



Question: What is the formula in the first record?
Answer: C47H66P2PdSSiTe